Entry i
The following is a quantum chemistry calculation of a 2-piece molecular cluster, C3H10OS2 overall, from OMol25.

The calculation puts the frontier orbital gap at 9.49 eV. Its structure (SMILES) is CC(C)O.SS. As for the HOMO energy: -9.2 eV.

```
! RIJCOSX wB97M-V def2-TZVPD def2/J DEFGRID3
* xyz 0 1
S -0.316 -3.348 -1.348
S -2.292 -3.935 -0.922
H -0.549 -2.564 -2.422
H -2.441 -3.362 0.359
C -0.706 0.690 -0.320
C 0.590 0.730 0.533
C 1.014 2.156 0.915
O 1.658 0.077 -0.209
H -0.904 -0.337 -0.687
H -0.699 1.390 -1.156
H -1.562 0.955 0.332
H 0.430 0.123 1.433
H 0.136 2.744 1.236
H 1.525 2.656 0.074
H 1.718 2.087 1.773
H 2.399 -0.062 0.410
*
```



Entry ii
The following is a quantum chemistry calculation of a 2-piece molecular cluster, C3H10OS2 overall, from OMol25.

The calculation puts the frontier orbital gap at 9.19 eV. Its structure (SMILES) is CCO.CSS. As for the HOMO energy: -8.7 eV.

```
! RIJCOSX wB97M-V def2-TZVPD def2/J DEFGRID3
* xyz 0 1
C -1.996 2.392 -1.701
S -0.275 2.389 -1.881
S 0.140 0.407 -2.340
H -2.427 2.675 -2.676
H -2.219 3.268 -1.028
H -2.483 1.468 -1.326
H 0.963 0.044 -1.435
C 0.265 -2.706 3.085
O 1.334 -2.670 2.173
C 0.726 -2.383 4.416
H -0.589 -2.004 2.603
H 0.155 -3.965 2.966
H 1.578 -1.751 1.879
H 0.763 -1.312 4.565
H 0.066 -2.847 5.188
H 1.719 -2.771 4.619
*
```



Most stable = entry i



Entry i
The following is a quantum chemistry calculation of a 2-piece molecular cluster, C3H10OS2 overall, from OMol25.

The calculation puts the frontier orbital gap at 9.84 eV. Its structure (SMILES) is CCCSS.O. As for the HOMO energy: -9.4 eV.

```
! RIJCOSX wB97M-V def2-TZVPD def2/J DEFGRID3
* xyz 0 1
C -0.093 1.350 -0.040
C -1.632 1.486 -0.062
C 0.456 0.110 -0.772
S 2.230 -0.507 -0.345
S 2.220 -2.148 -1.538
H 0.267 2.298 -0.388
H 0.195 1.280 0.978
H -2.091 1.581 -1.040
H -1.902 2.460 0.427
H -2.105 0.633 0.434
H -0.118 -0.778 -0.458
H 0.592 0.089 -1.874
H 1.752 -3.119 -0.741
H -0.453 -2.100 1.811
H 0.657 -1.323 1.499
O 0.023 -1.312 2.109
*
```



Entry ii
The following is a quantum chemistry calculation of a 2-piece molecular cluster, C3H10OS2 overall, from OMol25.

The calculation puts the frontier orbital gap at 8.44 eV. Its structure (SMILES) is CCSSC.O. As for the HOMO energy: -9.1 eV.

```
! RIJCOSX wB97M-V def2-TZVPD def2/J DEFGRID3
* xyz 0 1
C -1.023 -1.674 -1.322
C -0.164 -1.047 -0.221
S -1.057 0.096 0.832
S -1.279 1.708 -0.919
C 0.492 1.968 -0.935
H -0.688 -2.624 -1.755
H -1.015 -0.914 -2.110
H -2.050 -1.847 -1.012
H -0.003 -1.825 0.544
H 0.753 -0.606 -0.589
H 0.966 1.309 -1.669
H 0.663 3.010 -1.216
H 1.020 1.810 0.002
H 0.557 0.754 3.367
H 1.572 -0.387 3.188
O 1.257 0.270 3.815
*
```



Entry iii
The following is a quantum chemistry calculation of a 2-piece molecular cluster, C3H10OS2 overall, from OMol25.

The calculation puts the frontier orbital gap at 8.44 eV. Its structure (SMILES) is CCO.CSS. As for the HOMO energy: -7.7 eV.

```
! RIJCOSX wB97M-V def2-TZVPD def2/J DEFGRID3
* xyz 0 1
C -0.676 1.539 2.103
S -1.969 2.249 0.925
S -0.916 2.650 -0.749
H -1.030 2.122 2.960
H 0.335 1.751 1.774
H -0.961 0.507 2.159
H -1.996 2.890 -1.532
C 0.763 -0.882 -0.600
O 0.178 -1.276 0.637
C 1.241 -2.046 -1.493
H -0.033 -0.322 -1.142
H 1.558 -0.170 -0.401
H -0.362 -2.049 0.489
H 0.712 -1.938 -2.458
H 2.320 -2.018 -1.565
H 0.836 -3.005 -1.106
*
```



Entry iv
The following is a quantum chemistry calculation of a 2-piece molecular cluster, C3H10OS2 overall, from OMol25.

The calculation puts the frontier orbital gap at 9.59 eV. Its structure (SMILES) is CCCSS.O. As for the HOMO energy: -9.2 eV.

```
! RIJCOSX wB97M-V def2-TZVPD def2/J DEFGRID3
* xyz 0 1
C -0.896 -1.518 -2.065
C -2.209 -2.261 -2.216
C -0.999 -0.421 -0.997
S 0.575 0.463 -0.938
S 0.564 1.258 0.965
H -0.611 -1.083 -3.011
H -0.106 -2.213 -1.806
H -2.140 -3.028 -2.982
H -2.621 -2.677 -1.309
H -2.968 -1.576 -2.613
H -1.200 -0.884 -0.070
H -1.826 0.253 -1.239
H -0.009 2.469 0.841
H 1.281 1.148 4.810
H 2.641 0.481 4.450
O 1.769 0.317 4.811
*
```



Most stable = entry iv



Entry i
The following is a quantum chemistry calculation of a 4-piece molecular cluster, CH9NO4 overall, from OMol25.

The calculation puts the frontier orbital gap at 9.85 eV. Its structure (SMILES) is NC=O.O.O.O. As for the HOMO energy: -9.7 eV.

```
! RIJCOSX wB97M-V def2-TZVPD def2/J DEFGRID3
* xyz 0 1
C -1.241 -1.958 -0.901
N -0.804 -1.219 -2.011
O -2.125 -2.773 -1.012
H -0.962 -1.541 0.093
H -1.297 -1.690 -2.764
H -0.770 -0.209 -1.922
H 2.189 0.718 3.738
H 1.095 0.361 4.622
O 2.051 0.267 4.585
H -0.315 2.256 -1.459
H -1.303 2.257 -2.594
O -0.592 1.737 -2.212
H 1.391 -0.108 0.274
H 1.682 1.291 0.759
O 1.000 0.612 0.805
*
```



Entry ii
The following is a quantum chemistry calculation of a 4-piece molecular cluster, CH9NO4 overall, from OMol25.

The calculation puts the frontier orbital gap at 10.71 eV. Its structure (SMILES) is NC=O.O.O.O. As for the HOMO energy: -10.4 eV.

```
! RIJCOSX wB97M-V def2-TZVPD def2/J DEFGRID3
* xyz 0 1
C 1.969 1.782 1.119
N 0.770 1.027 1.187
O 2.099 2.976 1.120
H 2.845 1.100 1.298
H 0.234 1.829 1.548
H 0.271 0.766 0.307
H 0.999 -2.044 -2.868
H 0.858 -1.501 -1.403
O 0.522 -2.138 -2.046
H -2.773 -0.881 1.808
H -2.522 -0.478 0.428
O -2.094 -1.043 1.177
H -2.715 -2.152 -1.686
H -1.274 -1.768 -2.148
O -2.169 -1.389 -1.789
*
```



Most stable = entry i



Entry i
The following is a quantum chemistry calculation of a 2-piece molecular cluster, C4H12NOS overall, from OMol25.

The calculation puts the frontier orbital gap at 6.26 eV. As for the HOMO energy: -2.6 eV.

```
! RIJCOSX wB97M-V def2-TZVPD def2/J DEFGRID3
* xyz -1 1
C -0.687 -2.322 1.483
N 0.192 -1.217 1.130
C -0.137 -0.462 -0.063
C 1.140 -0.255 -0.928
S 0.834 0.648 -2.476
C -0.851 0.857 0.268
H -0.225 -2.864 2.297
H -1.668 -1.942 1.786
H -0.889 -2.946 0.598
H 1.122 -1.357 1.473
H -0.791 -1.065 -0.707
H 1.851 0.228 -0.241
H 1.408 -1.267 -1.171
H -1.907 0.811 0.518
H -0.820 1.415 -0.675
H -0.237 1.310 1.040
H 1.141 2.952 -1.575
H -0.102 3.706 -1.067
O 0.628 3.770 -1.691
*
```



Entry ii
The following is a quantum chemistry calculation of a 2-piece molecular cluster, C4H12NOS overall, from OMol25.

The calculation puts the frontier orbital gap at 6.95 eV. As for the HOMO energy: -3.1 eV.

```
! RIJCOSX wB97M-V def2-TZVPD def2/J DEFGRID3
* xyz -1 1
C 2.347 0.548 -1.937
C 0.945 -0.107 -1.896
C 0.658 -0.834 -0.523
S -0.985 -1.593 -0.512
H 2.518 1.049 -2.901
H 3.138 -0.244 -1.814
H 2.477 1.301 -1.125
H 0.122 0.600 -2.118
H 0.917 -0.884 -2.691
H 0.762 -0.115 0.352
H 1.389 -1.636 -0.382
H -1.178 -1.425 1.580
N -2.336 0.915 1.311
C -1.493 0.442 2.395
O -1.304 -0.976 2.527
H -3.317 0.941 1.571
H -2.172 0.332 0.479
H -0.491 0.884 2.353
H -1.999 0.803 3.332
*
```



Entry iii
The following is a quantum chemistry calculation of a 3-piece molecular cluster, C4H12NOS overall, from OMol25.

The calculation puts the frontier orbital gap at 6.00 eV. As for the HOMO energy: -3.3 eV.

```
! RIJCOSX wB97M-V def2-TZVPD def2/J DEFGRID3
* xyz -1 1
C 0.603 0.316 0.619
C 0.116 1.396 1.636
S 0.409 0.988 3.351
C 0.523 0.746 -0.911
N -0.216 -0.198 -1.707
C -1.607 -0.474 -1.224
H -0.027 -0.579 0.717
H 1.621 0.028 0.831
H 0.630 2.416 1.373
H -1.066 1.513 1.621
H 1.568 0.713 -1.269
H 0.161 1.784 -1.043
H 0.779 -0.787 2.436
H -2.127 -1.025 -2.050
H -1.706 -0.989 -0.316
H -2.074 0.539 -1.188
H 1.400 -2.815 -0.976
H 0.277 -1.116 -1.512
O 0.736 -2.456 -0.388
*
```



Entry iv
The following is a quantum chemistry calculation of a 2-piece molecular cluster, C4H12NOS overall, from OMol25.

The calculation puts the frontier orbital gap at 6.00 eV. As for the HOMO energy: -2.5 eV.

```
! RIJCOSX wB97M-V def2-TZVPD def2/J DEFGRID3
* xyz -1 1
C 0.406 0.642 1.562
C 1.445 1.522 0.871
S 1.996 2.781 2.138
C 0.038 -0.730 0.936
N -0.622 -0.503 -0.485
C 0.437 -0.576 -1.478
H -0.593 1.098 1.501
H 0.570 0.498 2.629
H 2.323 0.952 0.567
H 0.986 2.107 0.075
H -0.704 -1.225 1.568
H 0.817 -1.441 0.661
H -1.008 0.392 -0.222
H 1.343 -0.037 -1.194
H 0.662 -1.606 -1.747
H 0.130 -0.046 -2.383
H -2.108 -1.401 -1.213
H -3.177 -0.783 -2.076
O -2.939 -1.645 -1.711
*
```



Most stable = entry ii



Entry i
The following is a quantum chemistry calculation of a 2-piece molecular cluster, C4H12NOS overall, from OMol25.

The calculation puts the frontier orbital gap at 6.41 eV. As for the HOMO energy: -2.9 eV.

```
! RIJCOSX wB97M-V def2-TZVPD def2/J DEFGRID3
* xyz -1 1
C 1.421 0.009 -0.517
N 0.469 -0.939 0.066
C -0.825 -0.811 -0.701
C -1.915 -1.023 0.339
S -3.543 -0.255 -0.133
C 2.772 0.209 0.082
H 0.874 0.946 -0.657
H 1.618 -0.202 -1.626
H 0.228 -0.656 0.974
H -0.818 0.281 -1.169
H -0.887 -1.461 -1.664
H -1.828 -2.112 0.703
H -1.514 -0.507 1.280
H 2.729 0.584 1.136
H 3.393 0.836 -0.538
H 3.288 -0.887 0.180
H -1.255 1.861 1.293
H -2.443 1.763 0.309
O -1.764 2.363 0.644
*
```



Entry ii
The following is a quantum chemistry calculation of a 2-piece molecular cluster, C4H12NOS overall, from OMol25.

The calculation puts the frontier orbital gap at 6.21 eV. As for the HOMO energy: -2.5 eV.

```
! RIJCOSX wB97M-V def2-TZVPD def2/J DEFGRID3
* xyz -1 1
C -1.978 -0.635 0.680
N -0.853 -0.858 -0.231
C 0.422 -0.582 0.484
C 0.476 0.905 0.969
S 2.212 1.432 1.237
C 1.525 -0.854 -0.688
H -1.628 -1.026 1.775
H -2.222 0.537 0.802
H -2.880 -1.018 -0.019
H -0.872 -1.926 -0.432
H 0.638 -1.116 1.391
H 0.113 1.521 0.224
H -0.198 1.024 1.865
H 1.711 -2.002 -0.693
H 2.388 -0.457 -0.237
H 1.269 -0.434 -1.690
H 0.472 2.417 -1.770
H -0.359 1.146 -1.605
O -0.237 1.927 -2.064
*
```



Most stable = entry i



Entry i
The following is a quantum chemistry calculation of a 2-piece molecular cluster, C4H12NOS overall, from OMol25.

The calculation puts the frontier orbital gap at 6.54 eV. As for the HOMO energy: -2.9 eV.

```
! RIJCOSX wB97M-V def2-TZVPD def2/J DEFGRID3
* xyz -1 1
C 2.649 -0.230 -0.941
N 1.214 -0.635 -1.066
C 0.260 0.164 -0.217
C -1.133 -0.523 -0.131
S -2.422 0.399 0.754
C 0.160 1.669 -0.540
H 2.690 0.787 -1.349
H 2.889 -0.248 0.134
H 3.239 -1.018 -1.415
H 0.909 -0.637 -2.054
H 0.704 -0.050 0.761
H -1.435 -0.629 -1.202
H -0.911 -1.516 0.262
H 1.056 2.153 -0.935
H -0.200 2.069 0.404
H -0.677 1.749 -1.267
H -2.976 -0.443 2.817
H -2.902 -1.814 2.602
O -3.115 -1.248 3.384
*
```



Entry ii
The following is a quantum chemistry calculation of a 2-piece molecular cluster, C4H12NOS overall, from OMol25.

The calculation puts the frontier orbital gap at 5.75 eV. As for the HOMO energy: -2.4 eV.

```
! RIJCOSX wB97M-V def2-TZVPD def2/J DEFGRID3
* xyz -1 1
C -1.183 1.053 -0.257
C -1.835 1.130 -1.624
S -0.750 2.026 -2.850
C -0.450 -0.295 -0.033
N 0.736 -0.223 0.817
C 1.926 0.039 -0.020
H -0.453 1.864 -0.175
H -1.864 1.207 0.591
H -2.712 1.777 -1.547
H -2.054 0.159 -2.061
H -1.207 -0.946 0.428
H -0.194 -0.791 -0.966
H 0.612 0.461 1.556
H 2.771 0.368 0.590
H 1.724 0.855 -0.724
H 2.172 -0.903 -0.500
H 0.824 -2.539 3.045
H 1.195 -2.319 1.567
O 0.744 -2.919 2.164
*
```



Most stable = entry i



Entry i
The following is a quantum chemistry calculation of one molecule with the formula C20H31N5O4, from OMol25.

The calculation puts the frontier orbital gap at 9.29 eV. Its structure (SMILES) is CC(C)Cn1[nH]c(CC(=O)N2CC(CN(C)C(=O)CC(=O)NC3CC3)C2)cc1=O. As for the HOMO energy: -8.7 eV.

```
! RIJCOSX wB97M-V def2-TZVPD def2/J DEFGRID3
* xyz 0 1
C -5.095 -0.616 -4.793
C -3.958 -0.867 -3.807
C -2.647 -0.281 -4.326
C -3.778 -2.374 -3.529
N -4.168 -2.796 -2.196
N -3.632 -2.111 -1.098
C -4.512 -2.315 -0.045
C -4.190 -1.768 1.313
C -5.510 -1.566 2.040
O -5.965 -2.409 2.790
N -6.181 -0.433 1.727
C -6.058 0.439 0.540
C -7.602 0.458 0.428
C -8.190 -0.302 -0.761
N -8.672 0.541 -1.853
C -10.083 0.406 -2.175
C -7.759 1.230 -2.573
O -6.569 1.180 -2.261
C -8.278 2.038 -3.749
C -7.384 3.050 -4.464
O -7.893 3.769 -5.305
N -6.081 3.093 -4.130
C -5.213 4.074 -4.702
C -3.761 3.726 -4.777
C -4.589 3.787 -6.032
C -7.645 -0.342 1.755
C -5.628 -2.932 -0.473
C -5.476 -3.178 -1.903
O -6.276 -3.578 -2.730
H -4.854 -1.033 -5.775
H -6.021 -1.079 -4.450
H -5.276 0.455 -4.914
H -4.207 -0.382 -2.859
H -2.325 -0.807 -5.228
H -2.750 0.772 -4.585
H -1.850 -0.372 -3.584
H -4.397 -2.976 -4.195
H -2.738 -2.672 -3.690
H -2.664 -2.354 -0.916
H -3.583 -2.465 1.892
H -3.641 -0.831 1.196
H -5.609 1.403 0.781
H -5.551 -0.004 -0.313
H -8.046 1.451 0.491
H -7.456 -1.015 -1.148
H -9.052 -0.876 -0.421
H -10.344 0.963 -3.067
H -10.323 -0.644 -2.353
H -10.700 0.768 -1.350
H -8.616 1.340 -4.521
H -9.162 2.605 -3.456
H -5.784 2.501 -3.362
H -5.484 5.102 -4.496
H -3.039 4.508 -4.593
H -3.481 2.748 -4.410
H -4.862 2.853 -6.503
H -4.440 4.617 -6.708
H -8.120 -1.324 1.707
H -8.029 0.201 2.618
H -6.505 -3.172 0.105
*
```



Entry ii
The following is a quantum chemistry calculation of one molecule with the formula C20H31N5O4, from OMol25.

The calculation puts the frontier orbital gap at 9.02 eV. Its structure (SMILES) is CC(C)Cn1[nH]c(CC(=O)N2CC(CN(C)C(=O)CC(=O)NC3CC3)C2)cc1=O. As for the HOMO energy: -8.6 eV.

```
! RIJCOSX wB97M-V def2-TZVPD def2/J DEFGRID3
* xyz 0 1
C -4.194 1.444 0.671
C -2.674 1.361 0.590
C -2.178 -0.021 1.002
C -2.070 2.481 1.442
N -0.635 2.396 1.648
N -0.153 1.680 2.751
C 1.177 1.392 2.467
C 2.008 0.776 3.548
C 3.278 0.133 3.013
O 4.369 0.667 3.101
N 3.113 -1.083 2.451
C 1.944 -1.783 1.904
C 2.909 -2.550 0.964
C 2.781 -2.164 -0.500
N 1.484 -2.504 -1.069
C 1.271 -3.886 -1.464
C 0.596 -1.500 -1.312
O 0.832 -0.351 -0.960
C -0.692 -1.898 -2.000
C -1.592 -0.838 -2.636
O -2.571 -1.236 -3.248
N -1.279 0.462 -2.501
C -2.129 1.458 -3.083
C -1.546 2.812 -3.311
C -1.852 1.920 -4.484
C 4.090 -1.833 1.669
C 1.472 1.720 1.198
C 0.279 2.323 0.610
O 0.036 2.685 -0.532
H -4.540 1.234 1.687
H -4.557 2.434 0.389
H -4.657 0.716 0.003
H -2.363 1.541 -0.440
H -2.425 -0.236 2.045
H -2.654 -0.783 0.380
H -1.097 -0.112 0.879
H -2.276 3.445 0.975
H -2.530 2.489 2.434
H -0.313 2.172 3.624
H 2.319 1.535 4.267
H 1.404 0.032 4.075
H 1.434 -2.405 2.643
H 1.227 -1.135 1.398
H 2.891 -3.631 1.096
H 2.909 -1.088 -0.604
H 3.563 -2.656 -1.086
H 0.247 -4.202 -1.278
H 1.505 -4.052 -2.519
H 1.922 -4.522 -0.868
H -0.503 -2.620 -2.794
H -1.317 -2.423 -1.271
H -0.515 0.733 -1.891
H -3.169 1.379 -2.790
H -2.182 3.668 -3.132
H -0.514 2.952 -3.023
H -1.018 1.453 -4.990
H -2.699 2.155 -5.112
H 4.712 -1.205 1.029
H 4.732 -2.467 2.281
H 2.389 1.536 0.665
*
```



Most stable = entry ii